Computed, not measured: a structure of composition C39H43CaF6N6OSSb, with ωB97M-V/def2-TZVPD.

Properties
E_HOMO (spin up / spin down)	-11.0755 / -11.0827	eV
relative energy (zero: lowest compared OMol25 entry of this formula, charge and spin)	2.2	kcal/mol
charge	+1
<S²>	0.76
Kohn-Sham gap (spin up / spin down)	7.369 / 7.056	eV
spin multiplicity	2

Geometry as XYZ:
```
98
Properties=species:S:1:pos:R:3:forces:R:3:mulliken_charge:R:1
Ca 0.8570 1.0106 -0.5413 -0.2 -0.7 0.3 1.60
C 0.3635 -4.2576 -1.0608 -0.1 0.0 0.0 -1.49
C 1.4487 -3.2318 -0.8670 0.0 0.0 0.0 0.49
C 1.9977 -2.9933 0.3853 0.0 0.0 0.0 -0.30
C 3.0759 -2.1210 0.5573 0.0 0.0 0.0 0.48
C 3.7153 -1.9818 1.9133 0.0 0.0 0.0 -1.71
C 3.5828 -1.4586 -0.5554 -0.1 0.0 0.0 -0.31
C 3.0468 -1.6756 -1.8297 0.0 0.0 0.0 0.39
C 3.6929 -1.0519 -3.0385 0.0 0.0 0.0 -1.63
C 1.9763 -2.5507 -1.9634 0.0 0.0 0.0 0.03
H 0.8014 -5.2276 -1.3064 0.0 0.0 0.0 0.53
H -0.3019 -3.9826 -1.8817 0.0 0.0 0.0 0.26
H -0.2400 -4.3828 -0.1592 0.0 0.0 0.0 0.10
H 1.6090 -3.5314 1.2461 0.0 0.0 0.0 0.43
H 4.1899 -2.9209 2.2035 0.0 0.0 0.0 0.52
H 2.9786 -1.7410 2.6842 0.0 0.0 0.0 0.26
H 4.4866 -1.2116 1.9161 0.0 0.0 0.0 0.33
H 4.4341 -0.7914 -0.4570 0.0 0.0 0.1 0.42
H 4.5520 -1.6508 -3.3484 0.0 0.0 0.0 0.50
H 4.0576 -0.0462 -2.8251 0.0 0.0 0.0 0.10
H 3.0052 -1.0060 -3.8820 0.0 0.0 0.0 0.31
H 1.5613 -2.7330 -2.9508 0.0 0.0 0.0 0.45
C -5.1142 0.7506 0.2349 0.0 0.0 0.0 -0.64
C -4.7002 0.4540 1.5290 0.0 0.0 0.0 -0.69
C -3.3756 0.6163 1.8923 0.0 0.1 -0.1 -0.43
C -2.4617 1.0726 0.9454 -0.1 0.0 0.0 -0.56
C -2.8673 1.3649 -0.3515 -0.1 0.0 0.1 0.11
C -4.2004 1.2107 -0.7013 0.0 0.0 0.0 -0.85
N -1.0692 1.1784 1.2322 0.0 0.0 -0.1 1.43
N -0.8003 1.2080 2.4391 -0.1 0.1 0.1 -0.92
C 0.5834 1.2599 2.7588 0.1 0.0 0.1 -0.43
C 0.8809 1.5700 4.0711 0.1 0.0 0.1 -0.50
C 2.2176 1.6765 4.4335 0.0 0.0 0.0 -0.66
C 3.1886 1.4575 3.4745 0.0 0.0 0.0 -1.27
C 2.7920 1.1277 2.1876 -0.1 0.0 -0.1 -0.97
N 1.5117 1.0231 1.8277 0.1 0.1 0.0 1.15
H -6.1525 0.6198 -0.0417 0.0 0.0 0.0 0.43
H -5.4150 0.0870 2.2543 0.0 0.0 0.0 0.44
H -3.0368 0.3734 2.8903 0.0 0.1 -0.1 0.80
H -2.1445 1.7235 -1.0708 0.0 0.0 0.0 0.35
H -4.5235 1.4460 -1.7074 0.0 0.0 0.0 0.49
H 0.0734 1.7309 4.7708 0.0 0.0 0.0 0.58
H 2.4903 1.9306 5.4492 0.0 0.0 0.0 0.45
H 4.2418 1.5359 3.7030 0.0 0.0 0.0 0.57
H 3.5274 0.9486 1.4124 0.0 0.0 0.0 0.66
C -1.7900 -4.4308 3.1764 0.0 0.0 0.0 -1.81
C -2.0813 -2.9368 2.9805 0.0 0.0 0.0 1.97
C -3.3853 -2.5678 3.7006 -0.1 0.1 0.0 -1.63
C -0.9424 -2.1301 3.6076 0.0 0.0 0.0 -1.76
C -2.2285 -2.6473 1.4904 0.0 -0.1 0.0 0.93
C -3.2829 -3.2452 0.7658 0.0 0.0 0.0 -0.23
C -3.4739 -3.0295 -0.5817 0.0 0.0 0.0 -1.61
C -2.5843 -2.1809 -1.2382 0.0 -0.1 0.0 1.16
S -2.5155 -1.7029 -2.9017 0.0 0.0 0.0 -0.47
C -1.1213 -0.7386 -2.5510 -0.1 -0.1 0.0 0.05
N -0.7263 -0.7714 -1.3124 0.2 0.3 -0.1 1.45
C -1.5342 -1.5903 -0.5461 0.1 0.0 0.1 -1.18
C -1.3540 -1.8244 0.8158 0.1 -0.2 0.0 -0.30
C -0.4348 0.0511 -3.5780 0.0 0.0 0.0 0.85
C -0.9040 0.1820 -4.8911 0.0 0.0 0.0 -0.89
C -0.1952 0.9332 -5.8155 0.0 0.0 0.0 -1.03
C 0.9891 1.5715 -5.4637 0.0 0.0 0.0 -0.74
C 1.4906 1.4660 -4.1638 0.0 0.0 0.0 -1.32
C 0.7371 0.7229 -3.3051 0.0 -0.1 -0.1 1.32
H -1.7059 -4.6597 4.2407 0.0 0.0 0.0 0.48
H -0.8512 -4.7133 2.6924 0.0 0.0 0.0 0.31
H -2.5841 -5.0537 2.7617 0.0 0.0 0.0 0.35
H -3.2750 -2.7270 4.7750 0.0 0.0 0.0 0.47
H -4.2241 -3.1768 3.3610 0.0 0.0 0.0 0.32
H -3.6411 -1.5167 3.5334 0.0 -0.2 0.1 0.20
H -0.8715 -2.3671 4.6704 0.0 0.0 0.0 0.54
H -1.1153 -1.0528 3.5170 0.0 -0.1 0.0 0.16
H 0.0229 -2.3670 3.1521 0.0 0.0 0.0 0.25
H -3.9723 -3.9020 1.2816 0.0 0.0 0.0 0.51
H -4.2922 -3.5031 -1.1079 0.0 0.0 0.0 0.49
H -0.5127 -1.3629 1.3151 0.0 0.0 0.0 -0.11
H -1.8248 -0.3091 -5.1862 0.0 0.0 0.0 0.49
H -0.5682 1.0181 -6.8271 0.0 0.0 0.0 0.43
H 1.5370 2.1507 -6.1959 0.0 0.0 0.0 0.47
H 2.4119 1.9553 -3.8734 0.0 0.0 0.0 0.40
F 2.9373 1.5116 -1.0486 0.3 0.2 -0.2 -0.15
Sb 3.8013 3.2916 -1.0142 0.1 -0.1 -0.1 2.14
F 5.0510 2.5105 0.1465 0.0 0.0 0.0 -0.54
F 4.7468 2.7388 -2.5322 0.0 0.0 0.0 -0.55
F 4.5480 4.9904 -0.8778 0.0 0.0 0.0 -0.51
F 2.4068 3.8993 -2.1331 0.0 0.0 0.0 -0.55
F 2.6233 3.5635 0.4635 0.1 0.0 0.1 -0.66
C -1.1077 6.2495 -1.8835 0.0 0.0 0.0 -1.08
N -0.9224 4.8094 -1.8895 0.0 0.0 -0.2 -0.13
C -0.2673 4.1236 -0.9437 -0.1 0.0 0.0 -0.46
N 0.1050 4.7777 0.1782 0.0 0.0 0.0 -0.33
O -0.0735 2.8937 -1.0827 -0.1 0.4 0.0 0.31
H -1.7075 6.5255 -2.7454 0.0 0.0 0.0 0.35
H -0.1557 6.7818 -1.9462 0.0 0.0 0.0 0.35
H -1.6468 6.5630 -0.9893 0.0 0.0 0.0 0.32
H -1.0685 4.2956 -2.7433 0.0 0.0 0.0 0.27
H 0.1657 5.7821 0.1605 0.0 0.0 0.0 0.29
H 0.8312 4.3200 0.7096 0.0 0.0 0.0 0.09
```
Forces are in eV/Å.

Computed, not measured: a structure of composition C60H55N4O6P4SSiTeZn, with ωB97M-V/def2-TZVPD.

Properties
E_HOMO	-4.3578	eV
relative energy (zero: lowest compared OMol25 entry of this formula, charge and spin)	0.0	kcal/mol
charge	-1
Kohn-Sham gap	6.359	eV

Geometry as XYZ:
```
133
Properties=species:S:1:pos:R:3:forces:R:3:mulliken_charge:R:1
Zn -0.9671 -0.5441 0.0420 -0.4 -0.1 0.0 5.45
N -1.0866 -3.3933 4.2923 -0.2 0.0 0.0 0.15
C -1.9979 -2.8207 3.2191 0.2 0.1 -0.1 0.07
C -3.4273 -3.2525 3.5143 0.0 0.0 0.1 -1.75
P -1.7444 -0.9591 3.3850 -0.1 0.0 0.0 0.66
O -3.1782 -0.4419 3.9178 0.0 0.0 0.1 -0.67
O -0.7420 -0.8559 4.4905 0.0 0.0 0.0 -0.95
O -1.5210 -0.2957 2.0627 0.1 0.0 0.0 -1.41
P -1.3317 -3.6269 1.6262 -0.1 0.0 0.0 0.87
O -2.5664 -4.5307 1.1446 0.1 -0.1 0.0 -0.72
O -0.2559 -4.5177 2.1670 0.0 0.0 0.0 -1.00
O -1.0261 -2.6301 0.5548 0.1 0.0 0.1 -0.71
H -1.6163 -3.9061 4.9917 0.0 0.0 0.0 0.38
H -0.6151 -2.5621 4.7119 0.0 0.1 0.1 0.37
H -0.4421 -4.0265 3.7604 0.1 -0.2 -0.1 0.42
H -3.7595 -2.8506 4.4736 0.0 0.0 0.0 0.56
H -3.5015 -4.3416 3.5185 0.0 0.0 0.0 0.56
H -4.0988 -2.8825 2.7452 0.0 0.0 0.0 0.00
H -3.5682 0.1373 3.2565 -0.1 0.1 -0.1 0.34
H -3.0815 -4.0862 0.4548 -0.1 0.0 0.0 0.32
Te -0.1572 1.2542 -3.2753 0.2 0.3 0.3 0.12
C 0.9777 2.5920 -4.4460 0.0 -0.1 0.0 0.53
C 1.9406 3.4282 -3.9006 0.1 0.0 0.0 -0.19
C 2.6662 4.2511 -4.7487 0.0 0.0 0.0 -0.48
N 2.5063 4.2968 -6.0715 0.0 0.0 0.0 -0.71
C 1.5740 3.4921 -6.5816 0.0 0.0 0.0 -0.41
C 0.7917 2.6357 -5.8234 0.0 0.0 0.0 -0.44
C 1.3313 1.1404 -1.6297 -0.7 0.0 -0.3 -1.12
P 1.2149 -0.6893 -1.4805 0.1 0.0 -0.3 -0.17
C 2.6874 -1.6583 -0.9049 0.1 0.3 0.1 1.26
C 2.4380 -2.9124 -0.3606 0.0 0.0 0.1 -0.60
C 3.4907 -3.7648 -0.0572 0.0 0.0 0.0 -0.50
C 4.8003 -3.3687 -0.2960 0.0 0.1 0.0 -0.79
C 5.0512 -2.1180 -0.8485 0.0 0.0 0.0 -0.85
C 3.9971 -1.2726 -1.1588 0.0 0.1 0.0 -0.42
C 1.6451 -1.2496 -3.2086 -0.2 -0.2 0.2 1.63
C 2.4853 -0.5003 -4.0321 0.1 0.0 0.0 -0.65
C 2.8897 -0.9938 -5.2595 0.0 0.0 0.0 -0.83
C 2.4707 -2.2504 -5.6866 0.0 0.0 0.0 -0.76
C 1.6533 -3.0086 -4.8649 0.0 0.0 0.0 -0.62
C 1.2504 -2.5112 -3.6309 0.0 0.0 0.0 -1.36
P 0.3402 1.8163 -0.2255 0.4 -0.1 -0.2 0.00
C 1.5181 2.1477 1.1443 0.1 -0.1 -0.1 0.35
C 2.7365 2.7840 0.9231 0.1 -0.1 0.0 -0.11
C 3.5653 3.1048 1.9886 0.0 0.0 0.0 -0.68
C 3.1779 2.7982 3.2901 0.0 0.0 0.0 -0.85
C 1.9599 2.1726 3.5168 0.0 0.0 0.0 -0.07
C 1.1338 1.8510 2.4471 0.0 0.0 0.0 0.10
C -0.0694 3.6426 -0.5055 -0.2 -0.1 0.3 0.89
C -0.6047 4.2183 -1.6595 0.1 0.0 -0.1 0.20
C -0.9338 5.5658 -1.7284 0.0 0.0 0.0 -1.26
C -0.7838 6.3896 -0.6265 0.0 0.0 0.0 -0.63
C -0.3160 5.8312 0.5527 0.0 0.0 0.0 -0.72
C 0.0283 4.4892 0.6091 0.0 0.0 0.1 -1.28
H 2.1337 3.4183 -2.8342 0.0 0.0 0.0 0.36
H 3.4238 4.9120 -4.3403 0.0 0.0 0.0 0.38
H 1.4521 3.5254 -7.6594 0.0 0.0 0.0 0.40
H 0.0583 2.0025 -6.3084 0.0 0.0 0.0 0.34
H 1.4171 -3.2081 -0.1412 0.0 0.0 0.0 0.09
H 3.2829 -4.7345 0.3773 0.0 0.0 0.0 0.50
H 5.6230 -4.0289 -0.0513 0.0 0.0 0.0 0.36
H 6.0696 -1.8055 -1.0453 0.0 0.0 0.0 0.42
H 4.1908 -0.2999 -1.6005 0.0 0.0 0.0 0.39
H 2.8097 0.4801 -3.7032 0.0 0.0 0.0 0.63
H 3.5309 -0.3909 -5.8911 0.0 0.0 0.0 0.46
H 2.7889 -2.6353 -6.6472 0.0 0.0 0.0 0.39
H 1.3247 -3.9914 -5.1817 0.0 0.0 0.0 0.52
H 0.6297 -3.1223 -2.9851 0.0 0.0 0.0 0.44
H 3.0306 3.0207 -0.0937 0.0 0.0 0.0 0.32
H 4.5116 3.6000 1.8076 0.0 0.0 0.0 0.36
H 3.8238 3.0476 4.1244 0.0 0.0 0.0 0.39
H 1.6487 1.9274 4.5247 0.0 0.0 0.0 0.46
H 0.1856 1.3567 2.6217 0.0 0.0 0.0 -0.28
H -0.7803 3.6180 -2.5369 0.0 0.0 0.1 0.36
H -1.3163 5.9614 -2.6612 0.0 0.0 0.0 0.45
H -1.0295 7.4425 -0.6823 0.0 0.0 0.0 0.37
H -0.2124 6.4376 1.4437 0.0 0.0 0.0 0.45
H 0.3835 4.1104 1.5563 0.0 0.0 0.0 0.46
S 4.8064 -1.9486 5.1734 0.0 0.1 0.0 -0.22
C 3.7288 -1.5573 3.8125 0.0 0.0 0.0 -0.82
C 4.1462 -0.6920 2.8067 0.0 -0.1 0.1 -1.13
C 3.2613 -0.3946 1.7935 -0.1 0.1 -0.1 -0.47
N 2.0147 -0.8729 1.7261 0.3 -0.1 0.2 1.74
C 1.6514 -1.7214 2.6716 -0.2 -0.1 0.0 0.30
C 2.4637 -2.1026 3.7343 0.0 0.0 -0.1 -0.84
C 4.7925 -0.3527 5.9591 0.0 0.0 0.0 0.25
C 3.6036 0.2766 6.3073 0.0 0.0 0.0 -0.10
C 3.6685 1.4986 6.9532 0.0 0.0 0.0 -0.44
N 4.8079 2.1207 7.2619 0.0 0.0 0.0 -0.63
C 5.9356 1.5118 6.9107 0.0 0.0 0.0 -0.36
C 5.9849 0.2841 6.2644 0.0 0.0 0.1 -0.25
H 5.1366 -0.2579 2.8176 0.0 0.0 0.0 0.51
H 3.5637 0.2644 0.9912 0.0 0.1 0.0 0.64
H 0.6551 -2.1332 2.5759 0.2 0.0 0.0 -0.63
H 2.1090 -2.7971 4.4835 0.0 0.0 0.0 0.52
H 2.6476 -0.1720 6.0718 0.0 0.0 0.0 0.49
H 2.7556 2.0045 7.2450 0.0 0.0 0.0 0.40
H 6.8547 2.0360 7.1486 0.0 0.0 0.0 0.37
H 6.9324 -0.1658 6.0018 0.0 0.0 0.0 0.40
C -2.8135 -1.5586 -5.6604 0.0 0.0 0.0 -0.81
C -3.7629 -0.6318 -5.2488 0.0 0.0 0.0 -0.78
C -3.8826 -0.3058 -3.9051 0.0 0.0 0.0 -0.39
C -3.0577 -0.8884 -2.9391 0.0 0.1 -0.1 -0.26
C -2.1093 -1.8141 -3.3799 -0.1 -0.1 0.0 0.73
C -1.9862 -2.1537 -4.7208 0.0 0.0 0.0 -0.83
Si -3.1261 -0.4477 -1.0888 -0.1 0.1 -0.2 0.49
C -4.1123 1.1772 -1.0164 -0.1 0.0 0.0 -0.16
C -3.4328 2.3880 -0.8810 0.0 0.0 0.0 0.27
C -4.0958 3.6088 -0.9003 0.0 0.0 0.0 -0.40
C -5.4724 3.6424 -1.0611 0.0 0.0 0.0 -0.72
C -6.1768 2.4517 -1.1891 0.0 0.0 0.0 -0.85
C -5.5033 1.2384 -1.1628 0.0 0.0 0.0 -0.10
C -4.3904 -1.7253 -0.4297 0.1 -0.1 0.1 1.21
C -4.5930 -2.9633 -1.0517 0.0 0.0 0.0 -1.30
C -5.5052 -3.8889 -0.5554 0.0 0.0 0.0 -0.31
C -6.2504 -3.5950 0.5784 0.0 0.0 0.0 -0.51
C -6.0676 -2.3749 1.2140 0.0 0.0 0.0 -0.76
C -5.1415 -1.4652 0.7214 0.0 0.0 0.0 -0.32
H -2.7174 -1.8116 -6.7091 0.0 0.0 0.0 0.36
H -4.4074 -0.1566 -5.9784 0.0 0.0 0.0 0.40
H -4.6236 0.4265 -3.6052 0.0 0.0 0.0 0.29
H -1.4482 -2.2757 -2.6518 0.0 0.0 0.0 0.06
H -1.2280 -2.8597 -5.0335 0.0 0.0 0.0 0.39
H -2.3595 2.3759 -0.7522 0.0 0.0 0.0 -0.31
H -3.5307 4.5269 -0.7921 0.0 0.0 0.0 0.38
H -5.9959 4.5903 -1.0862 0.0 0.0 0.0 0.38
H -7.2530 2.4699 -1.3140 0.0 0.0 0.0 0.39
H -6.0718 0.3201 -1.2628 0.0 0.0 0.0 0.44
H -4.0429 -3.1971 -1.9561 0.0 0.0 0.0 0.14
H -5.6409 -4.8367 -1.0616 0.0 0.0 0.0 0.40
H -6.9698 -4.3081 0.9602 0.0 0.0 0.0 0.36
H -6.6436 -2.1346 2.0999 0.0 0.0 0.0 0.41
H -5.0180 -0.5130 1.2273 0.0 0.0 0.0 0.49
```
Forces are in eV/Å.

Question: Which of these has the highest charge?
Answer: C39H43CaF6N6OSSb

Question: Number 1 is which compound?
Answer: C39H43CaF6N6OSSb

Question: What is the formula in the first record?
Answer: C39H43CaF6N6OSSb